Here is a 9-piece molecular cluster, C28H72BrNO12P overall at a distorted geometry from the OMol25 dataset. Energies are from the ωB97M-V functional and the def2-TZVPD basis.

Geometry as ORCA input:
```
! wB97M-V def2-TZVPD RIJCOSX def2/J DEFGRID3
* xyz -1 1
N 0.27 -2.42 5.32
C 0.15 -1.10 4.64
C -1.04 -0.34 5.27
C -1.26 1.11 4.74
O -1.74 1.10 3.40
C -0.03 -1.42 3.12
O 0.93 -1.40 2.35
O -1.18 -1.75 2.72
P 1.74 -0.18 5.08
O 2.94 -1.36 5.10
Br 2.24 1.33 3.48
H -0.14 -2.38 6.25
H -0.30 -3.07 4.78
H -2.00 -0.90 5.19
H -0.87 -0.23 6.37
H -0.35 1.74 4.78
H -2.05 1.57 5.38
H -0.96 1.04 2.82
H 2.81 -1.80 5.95
C 2.76 0.80 -0.09
C 3.35 2.11 -0.58
C 4.22 1.90 -1.80
O 4.12 2.71 0.47
H 3.55 0.11 0.21
H 2.14 0.96 0.80
H 2.15 0.33 -0.86
H 2.54 2.81 -0.82
H 5.07 1.24 -1.57
H 4.65 2.85 -2.14
H 3.66 1.47 -2.62
H 4.83 2.10 0.69
C 2.10 -1.89 -5.06
C 2.70 -0.58 -5.55
C 3.57 -0.79 -6.78
O 3.47 0.01 -4.51
H 2.89 -2.59 -4.77
H 1.49 -1.73 -4.17
H 1.49 -2.36 -5.83
H 1.89 0.12 -5.79
H 4.41 -1.46 -6.55
H 3.99 0.16 -7.11
H 2.99 -1.23 -7.60
H 4.19 -0.60 -4.29
C -4.19 -4.93 7.00
C -2.76 -4.45 7.22
C -1.97 -5.44 8.06
O -2.78 -3.18 7.86
H -4.72 -5.02 7.95
H -4.75 -4.20 6.40
H -4.21 -5.89 6.49
H -2.27 -4.32 6.25
H -2.43 -5.55 9.05
H -0.96 -5.08 8.22
H -1.93 -6.42 7.59
H -3.21 -3.28 8.72
C -5.54 -2.65 2.44
C -5.18 -1.17 2.44
C -4.61 -0.74 1.09
O -4.23 -0.90 3.46
H -4.65 -3.26 2.26
H -5.93 -2.95 3.42
H -6.28 -2.88 1.68
H -6.07 -0.58 2.67
H -3.70 -1.29 0.87
H -4.36 0.32 1.11
H -5.33 -0.91 0.29
H -3.43 -1.42 3.27
C 1.12 1.87 -10.48
C 1.36 1.00 -9.25
C 0.04 0.50 -8.67
O 2.06 1.75 -8.27
H 0.53 2.76 -10.22
H 2.07 2.23 -10.88
H 0.60 1.32 -11.26
H 1.99 0.15 -9.52
H -0.58 1.34 -8.35
H 0.22 -0.11 -7.79
H -0.51 -0.09 -9.40
H 1.52 2.51 -8.02
C -7.14 -1.79 8.76
C -7.53 -3.11 8.12
C -8.95 -3.51 8.48
O -6.62 -4.14 8.54
H -7.18 -1.87 9.85
H -6.11 -1.53 8.50
H -7.80 -0.98 8.44
H -7.44 -3.03 7.03
H -9.05 -3.64 9.57
H -9.21 -4.46 8.02
H -9.67 -2.75 8.16
H -6.69 -4.22 9.50
C 0.96 6.02 -12.58
C 0.14 5.86 -11.31
C -0.70 7.10 -11.04
O 1.00 5.61 -10.21
H 1.66 6.86 -12.49
H 1.56 5.12 -12.76
H 0.32 6.19 -13.45
H -0.52 4.99 -11.41
H -0.06 7.97 -10.89
H -1.28 6.97 -10.12
H -1.39 7.30 -11.86
H 1.59 6.37 -10.11
C 9.28 2.08 1.11
C 7.78 2.03 1.34
C 7.43 2.37 2.78
O 7.29 0.73 1.03
H 9.80 1.35 1.74
H 9.52 1.82 0.07
H 9.68 3.07 1.32
H 7.28 2.73 0.67
H 7.89 1.65 3.47
H 6.35 2.32 2.93
H 7.78 3.37 3.04
H 7.72 0.10 1.61
*
```

LUMO energy   0.068 hartree
HOMO-LUMO gap   6.301 eV

---

Here is one molecule with the formula C2H3FSi at a distorted geometry from the OMol25 dataset. Energies are from the ωB97M-V functional and the def2-TZVPD basis.

Geometry as ORCA input:
```
! wB97M-V def2-TZVPD RIJCOSX def2/J DEFGRID3
* xyz 0 3
C 0.73 -0.33 -1.16
C 0.06 -1.01 -2.20
F 0.83 -1.46 -3.19
Si -0.29 -0.15 0.30
H 1.79 -0.41 -0.94
H 0.47 0.46 1.41
H -1.73 -0.50 0.50
*
```

Expectation value of S²   2.05
LUMO energy (alpha / beta)   0.033 / -0.061 hartree
HOMO-LUMO gap (alpha / beta)   7.676 / 8.774 eV

---

Here is one molecule with the formula C3H8N2OS at a distorted geometry from the OMol25 dataset. Energies are from the ωB97M-V functional and the def2-TZVPD basis.

Geometry as ORCA input:
```
! wB97M-V def2-TZVPD RIJCOSX def2/J DEFGRID3
* xyz 0 1
N 1.05 1.35 -1.54
C 0.01 0.39 -1.60
O -0.48 -0.01 -2.67
C -0.51 -0.02 -0.23
N -0.73 -1.47 -0.24
C 0.48 0.37 0.91
S -0.08 -0.30 2.46
H 0.92 2.09 -0.79
H 1.86 1.47 -2.15
H -1.50 0.46 -0.15
H -1.43 -1.93 -0.79
H -0.03 -1.91 -0.74
H 0.43 1.51 0.86
H 1.54 -0.11 0.72
H 1.24 -0.32 2.92
*
```

LUMO energy   0.020 hartree
HOMO-LUMO gap   9.481 eV

---

Here is an isolated ion of composition C6H11N5 and charge +2 at a distorted geometry from the OMol25 dataset. Energies are from the ωB97M-V functional and the def2-TZVPD basis.

Geometry as ORCA input:
```
! wB97M-V def2-TZVPD RIJCOSX def2/J DEFGRID3
* xyz 2 1
C -0.24 -1.25 1.56
C -0.29 -0.46 0.28
N -1.23 -0.93 -0.71
C -1.97 0.04 -1.18
N -1.67 1.20 -0.64
C -0.66 1.05 0.41
N 0.42 2.00 0.28
C 1.68 1.71 0.04
N 2.12 0.55 -0.36
C 1.40 -0.52 -0.44
N 1.81 -1.63 -0.96
H -1.20 -1.21 2.09
H 0.52 -0.87 2.23
H -0.02 -2.30 1.37
H -1.35 -1.91 -0.95
H -2.73 -0.09 -1.94
H -2.16 2.07 -0.83
H -1.13 1.24 1.39
H 0.19 2.97 0.51
H 2.43 2.49 0.14
H 1.32 -2.51 -0.94
H 2.76 -1.65 -1.34
*
```

LUMO energy   -0.302 hartree
HOMO-LUMO gap   9.658 eV

---

Here is one molecule with the formula CHN3OS at a distorted geometry from the OMol25 dataset. Energies are from the ωB97M-V functional and the def2-TZVPD basis.

Geometry as ORCA input:
```
! wB97M-V def2-TZVPD RIJCOSX def2/J DEFGRID3
* xyz 0 1
S -1.08 1.66 0.29
C -0.26 0.31 0.03
N -0.60 -1.01 0.41
N 0.44 -1.82 0.22
N 1.34 -1.24 -0.48
O 1.02 0.19 -0.66
H 2.46 -1.45 -0.59
*
```

LUMO energy   -0.030 hartree
HOMO-LUMO gap   8.532 eV

---

Here is C26H27CrN3OS as an isolated structure at a distorted geometry from the OMol25 dataset. Energies are from the ωB97M-V functional and the def2-TZVPD basis.

Geometry as ORCA input:
```
! wB97M-V def2-TZVPD RIJCOSX def2/J DEFGRID3
* xyz 0 5
Cr -1.81 0.27 0.54
C -0.67 -2.56 0.11
N -0.84 -1.68 1.28
C -1.78 -2.28 2.25
C 0.35 -1.31 1.97
C 1.40 -2.14 2.31
C 2.61 -1.67 2.78
C 2.80 -0.32 2.94
C 1.71 0.56 2.71
C 0.45 0.07 2.39
N -0.64 0.91 2.10
C -1.01 1.98 2.86
C -0.33 2.53 3.92
C -0.86 3.62 4.58
C -2.17 4.06 4.31
C -2.88 3.49 3.28
C -2.25 2.56 2.46
N -2.84 2.12 1.24
C -4.26 1.74 1.34
C -2.73 3.25 0.22
H -0.21 -3.52 0.35
H -0.06 -2.07 -0.64
H -1.65 -2.72 -0.36
H -1.42 -3.22 2.75
H -2.66 -2.56 1.64
H -2.04 -1.58 3.02
H 1.37 -3.20 2.13
H 3.41 -2.39 2.93
H 3.74 0.12 3.32
H 1.86 1.63 2.68
H 0.64 2.04 4.19
H -0.26 4.18 5.32
H -2.53 4.92 4.88
H -3.96 3.70 3.17
H -4.95 2.57 1.42
H -4.41 1.02 2.15
H -4.54 1.24 0.41
H -3.25 4.11 0.65
H -3.14 2.91 -0.73
H -1.70 3.47 0.00
C 4.58 -3.94 -5.92
C 4.19 -2.66 -5.24
O 4.40 -2.48 -4.07
S 3.33 -1.54 -6.28
C 2.21 -0.89 -5.11
C 2.66 -0.30 -3.87
C 1.75 0.13 -2.92
C 0.39 0.03 -3.24
C -0.12 -0.34 -4.53
C 0.81 -0.76 -5.46
C -0.54 0.36 -2.23
C -1.27 0.45 -1.23
H 5.66 -4.13 -5.66
H 4.42 -3.95 -7.01
H 4.01 -4.82 -5.49
H 3.73 -0.32 -3.57
H 2.02 0.54 -1.94
H -1.22 -0.31 -4.59
H 0.50 -0.94 -6.52
*
```

Expectation value of S²   6.04
LUMO energy (alpha / beta)   0.014 / 0.003 hartree
HOMO-LUMO gap (alpha / beta)   6.974 / 6.991 eV

---

Here is C43H36BrCrN4O3PS as an isolated structure at a distorted geometry from the OMol25 dataset. Energies are from the ωB97M-V functional and the def2-TZVPD basis.

Geometry as ORCA input:
```
! wB97M-V def2-TZVPD RIJCOSX def2/J DEFGRID3
* xyz 2 5
Cr 0.87 -0.86 1.02
C -0.82 -3.13 3.28
O -0.82 -1.85 2.64
C -1.62 -0.86 3.14
C -2.30 -0.93 4.33
C -3.05 0.17 4.74
Br -4.03 0.07 6.37
C -3.08 1.33 4.00
C -2.41 1.42 2.76
C -1.71 0.28 2.32
O -1.10 0.16 1.10
C -2.54 2.68 2.05
N -1.73 3.36 1.19
C -2.33 4.57 0.86
C -1.96 5.60 0.02
C -2.79 6.70 -0.06
C -3.97 6.77 0.69
C -4.38 5.74 1.51
C -3.54 4.63 1.57
N -3.63 3.46 2.28
H -0.30 -3.09 4.24
H -0.28 -3.78 2.59
H -1.83 -3.50 3.43
H -2.29 -1.81 4.96
H -3.60 2.18 4.41
H -1.25 0.95 0.53
H -1.05 5.58 -0.57
H -2.52 7.52 -0.70
H -4.58 7.66 0.61
H -5.29 5.79 2.08
H -4.43 3.20 2.83
N 3.84 -0.21 0.01
P 2.49 -0.29 -1.05
C 3.23 0.59 -2.47
C 3.05 1.93 -2.77
C 3.64 2.45 -3.90
C 4.41 1.65 -4.73
C 4.58 0.31 -4.44
C 3.98 -0.23 -3.32
C 1.35 0.88 -0.23
C 1.53 1.56 1.03
C 0.66 2.51 1.46
C -0.41 3.07 0.57
C -0.61 2.26 -0.68
C 0.26 1.30 -1.05
C 3.87 -0.91 1.18
C 5.08 -1.15 1.85
C 5.07 -1.73 3.09
C 3.83 -2.08 3.66
C 2.69 -1.85 2.92
N 2.68 -1.28 1.71
H 4.74 -0.04 -0.43
H 2.45 2.55 -2.12
H 3.51 3.50 -4.14
H 4.87 2.07 -5.62
H 5.17 -0.32 -5.09
H 4.08 -1.28 -3.09
H 2.42 1.39 1.62
H 0.83 3.04 2.38
H -0.08 4.09 0.29
H -1.40 2.58 -1.35
H 0.13 0.80 -2.01
H 6.01 -0.87 1.37
H 5.98 -1.90 3.63
H 3.78 -2.51 4.64
H 1.72 -2.11 3.31
O 0.53 -2.86 0.14
S 0.67 -2.81 -1.36
C 0.10 -4.39 -2.02
C 0.76 -4.86 -3.14
C 0.35 -6.04 -3.72
C -0.71 -6.75 -3.17
C -1.36 -6.27 -2.04
C -0.95 -5.09 -1.46
C -0.77 -1.85 -1.87
C -0.77 -1.27 -3.13
C -1.86 -0.51 -3.53
C -2.93 -0.34 -2.68
C -2.93 -0.92 -1.42
C -1.85 -1.69 -1.01
H 1.59 -4.30 -3.56
H 0.86 -6.42 -4.59
H -1.03 -7.67 -3.62
H -2.18 -6.82 -1.61
H -1.43 -4.71 -0.57
H 0.08 -1.42 -3.79
H -1.86 -0.06 -4.51
H -3.78 0.25 -2.99
H -3.78 -0.80 -0.76
H -1.84 -2.17 -0.04
*
```

Expectation value of S²   6.05
LUMO energy (alpha / beta)   -0.205 / -0.205 hartree
HOMO-LUMO gap (alpha / beta)   6.096 / 6.421 eV

---

Here is a 4-piece molecular cluster, C10H20O8 overall at a distorted geometry from the OMol25 dataset. Energies are from the ωB97M-V functional and the def2-TZVPD basis.

Geometry as ORCA input:
```
! wB97M-V def2-TZVPD RIJCOSX def2/J DEFGRID3
* xyz 0 1
C -2.82 -2.88 1.19
C -1.85 -1.74 1.24
C -2.46 -0.37 1.04
O -1.75 0.45 2.06
C -1.08 -0.40 2.87
O -0.37 0.00 3.79
O -1.13 -1.68 2.52
H -3.56 -2.91 2.05
H -2.28 -3.80 1.32
H -3.45 -2.89 0.31
H -1.10 -2.04 0.51
H -3.55 -0.42 1.25
H -2.23 0.05 0.05
C 1.68 3.93 1.95
C 2.51 2.76 1.65
C 1.95 1.43 2.22
O 1.39 0.83 1.03
C 1.83 1.42 -0.06
O 1.53 0.98 -1.17
O 2.57 2.44 0.20
H 0.65 3.65 1.91
H 1.91 4.78 1.39
H 1.78 4.15 3.02
H 3.57 2.85 1.94
H 1.09 1.58 2.85
H 2.68 0.75 2.63
C -0.15 -0.02 -5.26
O -0.62 -1.20 -4.64
H -0.42 -0.06 -6.30
H -0.58 0.91 -4.83
H 0.96 0.18 -5.30
H -0.37 -1.24 -3.73
C 0.66 -2.32 -1.65
O -0.13 -1.18 -1.65
H 0.07 -3.15 -1.80
H 1.42 -2.03 -2.43
H 1.21 -2.46 -0.69
H 0.42 -0.38 -1.49
*
```

LUMO energy   0.023 hartree
HOMO-LUMO gap   10.363 eV

---

Here is one molecule with the formula C6H8N2 at a distorted geometry from the OMol25 dataset. Energies are from the ωB97M-V functional and the def2-TZVPD basis.

Geometry as ORCA input:
```
! wB97M-V def2-TZVPD RIJCOSX def2/J DEFGRID3
* xyz 0 1
C -1.25 1.17 2.64
C -0.05 0.78 2.04
C 0.61 0.09 0.92
N 1.09 0.98 -0.34
C 0.51 0.44 -1.64
C 0.41 -1.02 -1.08
N -0.63 -2.01 -0.85
C -0.44 -0.79 0.13
H -1.85 1.15 3.79
H 1.54 -0.35 1.31
H 0.49 1.78 -0.33
H -0.43 0.81 -2.01
H 1.30 0.20 -2.41
H 1.41 -1.49 -0.67
H -1.56 -1.74 -1.20
H -1.15 0.01 -0.29
*
```

LUMO energy   0.009 hartree
HOMO-LUMO gap   9.008 eV

---

Here is C8H24AlFO4 as an isolated structure at a distorted geometry from the OMol25 dataset. Energies are from the ωB97M-V functional and the def2-TZVPD basis.

Geometry as ORCA input:
```
! wB97M-V def2-TZVPD RIJCOSX def2/J DEFGRID3
* xyz 2 1
Al 10.02 3.54 -20.16
F 11.14 5.62 -18.62
C 14.83 5.38 -17.31
C 13.93 6.32 -16.48
O 12.91 6.85 -17.30
H 14.40 4.38 -17.45
H 15.79 5.26 -16.80
H 15.01 5.81 -18.29
H 14.57 7.10 -16.04
H 13.50 5.79 -15.59
H 12.49 6.15 -17.89
C 6.53 6.07 -17.58
C 8.01 5.73 -17.60
O 8.21 4.34 -18.02
H 6.40 7.16 -17.49
H 6.03 5.70 -16.68
H 6.03 5.74 -18.48
H 8.59 5.93 -16.69
H 8.51 6.27 -18.42
H 7.88 3.71 -17.35
C 10.83 4.54 -15.90
C 11.83 3.51 -16.39
O 11.41 2.24 -16.19
H 10.93 4.65 -14.81
H 9.83 4.13 -16.01
H 10.94 5.55 -16.28
H 12.74 3.65 -15.81
H 12.09 3.67 -17.46
H 10.66 2.03 -16.77
C 9.29 8.36 -15.80
C 10.25 8.86 -16.92
O 10.29 8.04 -17.96
H 9.20 9.18 -15.07
H 9.68 7.52 -15.22
H 8.32 8.16 -16.26
H 11.28 8.86 -16.44
H 9.92 9.82 -17.31
H 10.43 7.09 -17.67
*
```

LUMO energy   -0.504 hartree
HOMO-LUMO gap   3.029 eV

---

Here is one molecule with the formula C6H7NO2S2 at a distorted geometry from the OMol25 dataset. Energies are from the ωB97M-V functional and the def2-TZVPD basis.

Geometry as ORCA input:
```
! wB97M-V def2-TZVPD RIJCOSX def2/J DEFGRID3
* xyz 0 1
N -2.53 0.19 -2.23
C -1.58 0.09 -1.52
C -0.43 -0.04 -0.62
C 0.85 -0.71 -1.29
O 1.00 -1.90 -1.56
O 1.88 0.15 -1.43
S -0.06 1.72 -0.02
C 0.22 1.50 1.71
C 1.26 0.31 2.06
C 0.44 -1.01 1.95
S -0.96 -1.13 0.85
H 1.53 0.97 -1.05
H -0.74 1.36 2.29
H 0.56 2.46 2.16
H 2.15 0.21 1.40
H 1.75 0.33 3.00
H -0.01 -1.13 3.00
H 1.29 -1.78 1.78
*
```

LUMO energy   0.001 hartree
HOMO-LUMO gap   9.769 eV

---

Here is one molecule with the formula C5H10FNO at a distorted geometry from the OMol25 dataset. Energies are from the ωB97M-V functional and the def2-TZVPD basis.

Geometry as ORCA input:
```
! wB97M-V def2-TZVPD RIJCOSX def2/J DEFGRID3
* xyz 0 1
C -2.38 -0.68 -0.06
C -0.93 -0.73 -0.40
N 0.09 -1.13 0.51
C 0.58 0.29 0.82
C 2.07 0.32 0.39
O 2.48 -0.28 -0.81
C -0.32 0.67 -0.33
F -1.40 1.54 -0.08
H -3.17 -0.52 -0.88
H -2.53 -0.04 0.79
H -2.59 -1.64 0.32
H -0.96 -1.01 -1.49
H -0.21 -1.63 1.27
H 0.37 0.84 1.76
H 2.19 1.39 0.22
H 2.65 -0.15 1.18
H 2.04 -1.09 -0.77
H 0.31 0.93 -1.29
*
```

LUMO energy   0.037 hartree
HOMO-LUMO gap   10.625 eV